ORCA calculation (the ωB97M-V functional and the def2-TZVPD basis) on a 2-piece molecular cluster, C5H15N2O overall.

The calculation puts the HOMO energy at -13.812 eV. Its total charge is +1. The total energy is -384.0230 a.u. The calculation puts the lowest unoccupied orbital energy at -2.827 eV.

Cartesian coordinates (Å):
C  2.468  -0.587  0.590
C  1.034  -0.378  0.157
C  0.381  0.863  0.773
C  -1.137  0.968  0.579
C  -2.362  1.984  -1.147
N  -1.480  1.147  -0.832
N  0.993  -0.276  -1.360
H  2.897  -1.466  0.127
H  2.509  -0.732  1.672
H  3.088  0.262  0.321
H  0.429  -1.232  0.380
H  0.584  0.814  1.834
H  0.879  1.778  0.433
H  -1.606  0.036  0.916
H  -1.539  1.775  1.172
H  -2.612  2.136  -2.183
H  -2.894  2.567  -0.417
H  0.030  0.099  -1.611
H  1.189  -1.170  -1.800
H  1.697  0.381  -1.688
H  -1.477  -3.058  1.480
H  -1.748  -3.253  -0.017
O  -1.322  -2.659  0.621